29
Properties=species:S:1:pos:R:3:forces:R:3:mulliken_charge:R:1 method="wB97M-V/def2-TZVPD" homo_ev="-3.2 / -3.6" multiplicity=5 total_charge=-1 e_tot_ev=-83249.55065
Fe -1.212 -0.061 -0.018 0.36 0.12 0.39 0.560
N -0.419 0.231 2.101 -0.14 -0.01 0.07 -0.491
C 0.879 -0.422 2.256 0.13 -0.05 -0.13 -0.635
C 1.871 0.158 1.234 0.01 -0.12 0.10 -0.723
N 1.183 0.314 -0.030 -0.17 0.26 -0.16 0.221
C 1.813 0.103 -1.321 0.00 -0.16 -0.06 -0.761
C 0.786 -0.523 -2.282 0.11 0.04 0.23 -0.597
N -0.511 0.133 -2.111 -0.12 0.00 -0.10 -0.546
H -1.124 -0.172 2.705 0.00 0.02 0.02 0.241
H -0.403 1.238 2.240 0.02 -0.01 -0.02 0.235
H 1.284 -0.349 3.274 0.04 0.04 -0.06 0.362
H 0.727 -1.475 2.015 0.03 0.00 0.03 0.277
H 2.267 1.117 1.596 0.01 -0.02 0.02 0.325
H 2.719 -0.523 1.127 -0.02 -0.03 0.00 0.369
H 0.724 1.227 -0.036 -0.01 -0.05 -0.01 0.016
H 2.195 1.044 -1.738 0.02 0.00 -0.02 0.319
H 2.664 -0.574 -1.217 -0.01 -0.02 -0.01 0.373
H 1.147 -0.485 -3.318 0.08 0.04 0.06 0.364
H 0.640 -1.565 -1.999 0.03 -0.03 -0.03 0.270
H -0.503 1.130 -2.312 0.02 -0.01 -0.02 0.260
H -1.227 -0.315 -2.670 -0.02 -0.01 -0.02 0.266
S -3.650 3.831 0.693 -0.19 0.22 0.08 -0.371
C -2.671 2.561 0.290 -0.01 -0.15 -0.07 0.060
S -3.311 0.944 0.100 -0.31 -0.01 -0.01 -0.493
S -0.966 2.755 0.017 0.19 0.15 -0.02 -0.439
F -1.747 -2.352 -1.290 -0.03 -0.32 0.00 -0.326
C -1.248 -2.194 0.056 -0.15 0.05 -0.34 -0.002
F -0.009 -2.898 0.011 0.00 -0.01 0.08 -0.304
H -1.899 -2.877 0.627 0.11 0.08 -0.02 0.169

---

26
Properties=species:S:1:pos:R:3:forces:R:3:mulliken_charge:R:1 method="wB97M-V/def2-TZVPD" homo_ev=-9.5 e_tot_ev=-17725.33777 smiles="C=C(C)CC/[N+]([O-])=N/C.N=O.F"
C 0.123 -0.142 -2.421 -1.64 -0.38 1.96 -1.762
C -1.134 -1.566 -0.760 4.53 1.57 -0.04 -1.097
C -1.675 2.142 1.555 -1.69 -0.41 1.80 -0.855
C 1.155 -0.765 -0.193 2.00 1.02 0.90 -0.614
C 1.509 0.671 0.429 -2.43 -0.79 -1.74 -0.698
C 0.018 -0.853 -1.112 -3.01 -1.17 0.38 1.173
N -0.510 1.725 0.861 0.02 0.03 -1.61 -0.388
N 0.512 -4.270 1.415 0.94 1.85 -0.74 -0.082
N 0.391 1.046 1.402 -0.30 0.41 -1.90 0.786
O 1.544 -3.625 1.401 -1.12 -1.18 0.28 -0.172
O 0.395 0.603 2.540 0.32 -0.38 0.76 -0.675
F -0.136 3.190 -1.538 -1.03 -1.30 1.47 -0.459
H 1.069 0.117 -2.662 3.52 -0.01 -0.91 0.452
H -0.252 0.841 -2.345 -1.37 1.12 -0.02 0.379
H -0.331 -0.720 -3.160 -0.78 -0.51 -1.43 0.476
H -0.190 -3.673 0.847 0.26 -0.87 0.54 0.364
H -1.035 -2.165 0.157 -0.86 0.47 -0.46 0.098
H -1.921 -1.573 -1.461 -1.05 -0.43 -0.31 0.359
H -1.444 3.166 1.878 -0.46 -0.07 0.15 0.350
H -2.548 2.165 0.852 0.96 0.10 0.41 0.276
H -2.035 1.537 2.472 1.02 0.75 -1.39 0.306
H 2.129 -1.089 -0.683 -1.15 0.19 0.55 0.351
H 0.948 -1.368 0.670 0.28 -0.60 0.38 0.180
H 2.304 0.573 1.081 2.03 -0.18 0.90 0.461
H 1.642 1.409 -0.403 -0.29 -0.30 1.22 0.322
H -0.529 2.624 -0.820 1.29 1.12 -1.15 0.471

---

23
Properties=species:S:1:pos:R:3:forces:R:3:mulliken_charge:R:1 method="wB97M-V/def2-TZVPD" homo_ev=-12.6 total_charge=+1 e_tot_ev=-17522.52126 smiles="CC[C@@](C)(CI)/[NH+]=C/N"
C -1.155 -1.359 0.513 0.88 -0.89 -2.30 0.178
C -1.043 1.749 0.852 -0.15 0.18 0.54 -1.205
C 0.832 0.844 -1.721 3.51 1.49 3.69 -1.411
C 0.363 1.168 0.724 2.27 1.56 0.96 -0.553
C 1.815 -0.903 0.023 -0.67 0.03 0.02 -1.195
C 0.650 0.135 -0.364 -0.09 -0.76 -1.35 0.417
N -2.153 -2.257 0.307 0.75 3.17 -1.63 -0.381
N -0.547 -0.755 -0.487 -1.77 -0.48 0.95 -0.098
I 3.761 0.021 -0.031 -0.43 -0.37 0.27 0.115
H -0.597 -1.177 1.399 -0.44 -0.56 1.41 0.382
H -1.677 1.808 -0.035 0.57 0.46 -0.31 0.329
H -1.571 1.032 1.444 -0.76 -0.23 0.76 0.378
H -1.034 2.712 1.434 -0.03 -0.96 -0.81 0.328
H 0.751 0.282 -2.581 -0.36 -1.12 -1.81 0.527
H 1.927 1.219 -1.574 -1.56 -0.84 -0.91 0.248
H 0.373 1.797 -1.667 -1.29 0.60 -0.58 0.397
H 0.637 0.688 1.703 -0.21 0.58 -0.59 0.406
H 1.106 2.067 0.634 -1.04 -1.88 -0.08 0.413
H 1.540 -1.130 1.082 0.84 -0.26 -0.73 0.471
H 1.892 -1.878 -0.595 -0.44 1.87 0.86 0.466
H -2.199 -3.023 0.931 -0.82 -0.70 0.38 0.277
H -2.662 -2.126 -0.624 0.81 -1.14 2.09 0.266
H -1.008 -0.913 -1.365 0.42 0.26 -0.83 0.245

---

33
Properties=species:S:1:pos:R:3:forces:R:3:mulliken_charge:R:1 method="wB97M-V/def2-TZVPD" homo_ev="-16.2 / -16.1" multiplicity=2 total_charge=+2 e_tot_ev=-35205.86184
Ir -0.790 0.031 0.807 0.55 0.15 0.16 0.946
N -0.669 1.904 2.209 -0.02 -0.40 -0.52 -0.546
N -1.623 2.813 1.724 -0.05 0.03 -0.01 -0.178
C -2.275 2.575 0.571 -0.16 0.35 0.16 0.959
N -3.115 3.471 0.113 0.17 -0.14 0.07 -0.276
N -1.990 1.378 -0.020 0.08 -0.75 0.15 -0.480
N -2.484 1.058 -1.350 -0.12 -0.38 -0.20 1.350
O -3.212 1.835 -1.904 0.19 -0.11 0.11 -0.654
O -2.089 -0.007 -1.733 -0.11 0.33 0.09 -0.548
H -0.858 1.692 3.185 -0.04 -0.11 0.05 0.338
H 0.268 2.297 2.121 0.09 -0.01 0.01 0.324
H -1.763 3.682 2.222 0.04 0.03 0.03 0.199
H -3.265 4.343 0.599 0.00 0.05 0.01 0.200
H -3.588 3.312 -0.768 -0.04 -0.02 0.00 0.220
N -0.451 -1.660 1.658 -0.30 2.87 -0.98 -0.560
C -0.414 -2.822 1.920 -0.32 -3.71 0.81 0.778
N -0.459 -3.975 2.325 0.06 3.21 -0.12 -0.309
C -0.176 -5.216 2.119 0.50 -2.24 -0.49 0.438
N 0.095 -6.340 1.986 -0.31 1.10 0.12 -0.267
C 2.790 -1.649 0.069 -0.02 -0.16 0.04 -0.803
Si 1.829 -0.534 -1.050 -0.11 -0.23 -0.01 0.204
C 2.872 0.728 -1.875 0.03 0.14 -0.18 -0.979
C 0.701 -1.460 -2.196 -0.01 -0.02 0.05 -0.954
O 0.830 0.443 0.067 -0.17 -0.20 0.55 -0.360
H 3.441 -2.244 -0.581 0.00 0.00 0.03 0.355
H 2.174 -2.359 0.623 0.00 0.00 -0.03 0.197
H 3.432 -1.124 0.777 -0.02 0.09 -0.03 0.335
H 3.515 0.160 -2.558 0.02 0.09 -0.01 0.348
H 3.521 1.281 -1.198 -0.01 -0.03 0.06 0.333
H 2.301 1.434 -2.478 0.00 -0.01 -0.01 0.339
H 1.325 -2.118 -2.810 0.01 0.02 0.02 0.411
H 0.147 -0.819 -2.881 0.05 0.07 0.01 0.325
H -0.019 -2.110 -1.692 0.03 0.00 0.06 0.314

---

34
Properties=species:S:1:pos:R:3:forces:R:3:mulliken_charge:R:1 method="wB97M-V/def2-TZVPD" homo_ev=3.0 total_charge=-3 e_tot_ev=-47161.26716
K 0.998 0.419 0.414 -0.46 1.16 -0.69 0.812
C 2.411 3.724 -1.444 -0.62 0.14 -0.43 0.523
O 1.796 4.585 -2.173 1.11 -0.01 0.19 -0.821
O 3.690 3.672 -1.245 -0.15 0.35 -0.10 -0.850
O 1.666 2.764 -0.926 0.58 -0.94 0.13 -0.753
C -2.648 2.230 0.346 -0.71 1.68 -0.71 0.459
O -3.438 1.458 1.002 -0.10 -0.52 0.36 -0.831
O -3.022 3.397 -0.065 0.04 -0.79 0.52 -0.835
O -1.445 1.819 0.016 0.46 -1.15 0.27 -0.716
C -0.524 -2.610 4.058 -0.63 -0.02 0.40 -1.141
C 0.255 -1.524 3.324 -1.05 0.28 -0.83 -0.115
O 0.943 -2.064 2.201 0.37 0.21 0.69 -0.554
H 0.071 -3.211 4.749 0.14 0.28 0.19 0.293
H -1.014 -3.357 3.429 0.34 0.29 -0.65 0.315
H -1.391 -2.167 4.560 0.29 0.10 0.46 0.341
H 0.845 -0.881 3.982 0.86 -0.79 0.09 0.357
H -0.423 -0.740 2.959 -0.53 -0.40 -0.17 0.186
H 0.234 -2.187 1.535 0.12 0.16 -0.29 0.490
C -1.921 -1.555 -0.376 -0.01 2.50 -0.44 0.516
O -0.845 -1.625 0.245 0.39 -1.11 0.41 -0.727
N -2.297 -0.394 -0.933 0.09 -3.12 -0.41 -0.275
N -2.768 -2.614 -0.512 -0.20 -0.70 -0.10 -0.439
H -3.225 -0.379 -1.311 -0.10 0.61 0.15 0.158
H -1.815 0.450 -0.525 0.08 2.03 0.46 0.239
H -2.524 -3.503 -0.122 -0.06 0.04 -0.01 0.212
H -3.647 -2.453 -0.963 -0.06 -0.26 0.13 0.148
C 2.593 0.325 -3.018 0.54 -0.06 -0.86 0.492
O 2.912 -0.659 -3.722 -0.21 0.37 0.04 -0.819
N 3.261 0.681 -1.895 0.03 -0.03 1.19 -0.279
N 1.579 1.168 -3.305 -0.47 -0.16 -0.49 -0.232
H 4.262 0.605 -1.874 -0.04 -0.31 -0.26 0.183
H 2.908 1.555 -1.463 0.02 0.41 0.25 0.288
H 1.403 2.021 -2.761 0.04 -0.08 0.40 0.237
H 1.120 1.048 -4.189 -0.08 -0.17 0.11 0.139

---

22
Properties=species:S:1:pos:R:3:forces:R:3:mulliken_charge:R:1 method="wB97M-V/def2-TZVPD" homo_ev=-7.6 e_tot_ev=-9426.96418
C -0.043 2.459 1.121 -0.37 0.20 -0.56 -0.919
N 0.243 -1.038 1.945 -0.43 0.50 -0.28 -0.323
C -0.292 0.154 1.538 1.02 0.74 0.35 -0.203
N 0.491 1.110 1.119 -0.58 -0.66 1.17 -0.477
H -0.388 -1.815 2.065 0.33 -0.05 -0.18 0.249
H 1.212 -1.189 1.705 -0.19 -0.22 0.03 0.275
H -1.335 0.325 1.802 -0.02 -0.07 -0.06 0.462
H -0.576 2.732 2.036 0.16 -0.20 0.02 0.403
H -0.738 2.602 0.286 -0.06 0.08 -0.03 0.289
H 0.772 3.168 0.975 0.01 -0.06 0.07 0.293
C 0.827 0.393 -1.514 0.07 1.19 1.29 -1.394
C 0.423 -2.075 -1.304 -0.13 -0.04 -0.16 -1.436
C -0.124 -0.668 -1.318 -0.83 -0.29 1.04 1.210
C -1.380 -0.430 -0.848 0.45 -0.26 -0.80 -1.233
H 0.411 1.317 -1.906 -0.19 0.06 -0.24 0.341
H 0.934 0.826 -0.175 0.51 -1.00 -2.01 0.356
H -0.268 -2.778 -0.837 -0.03 0.02 -0.04 0.356
H 0.607 -2.414 -2.327 0.06 -0.02 0.03 0.374
H 1.724 0.129 -2.064 0.22 -0.03 0.27 0.378
H 1.375 -2.125 -0.769 0.00 0.06 -0.05 0.317
H -1.821 0.554 -0.926 0.02 0.16 0.12 0.339
H -2.055 -1.240 -0.606 -0.02 -0.10 0.03 0.342

---

22
Properties=species:S:1:pos:R:3:forces:R:3:mulliken_charge:R:1 method="wB97M-V/def2-TZVPD" homo_ev="-7.0 / -7.0" e_tot_ev=-9424.72377
C 1.060 1.567 0.488 0.02 0.07 -0.04 0.651
C 1.906 1.676 -0.790 -0.07 0.00 0.11 -1.440
C 0.045 2.716 0.579 0.09 -0.10 -0.01 -1.454
C 0.336 0.250 0.502 0.08 0.01 0.09 -0.153
N 0.446 -0.693 1.340 0.01 0.07 0.02 -0.575
H 1.725 1.608 1.359 -0.04 -0.04 -0.03 0.277
H 1.118 -0.491 2.082 -0.01 0.11 -0.09 0.159
H -0.367 0.094 -0.321 -0.02 -0.01 -0.03 0.255
H 2.644 0.875 -0.849 -0.03 0.02 0.00 0.365
H 1.273 1.621 -1.679 0.00 -0.01 0.02 0.337
H 2.433 2.631 -0.814 -0.02 -0.03 0.01 0.388
H -0.543 2.656 1.497 0.02 0.00 -0.02 0.369
H 0.559 3.678 0.563 -0.01 -0.03 0.00 0.387
H -0.645 2.691 -0.267 0.02 -0.01 0.00 0.340
C -1.691 -2.189 -1.339 0.46 -0.03 0.86 -1.228
C -1.588 -3.585 0.275 -0.80 1.79 -1.99 0.257
N -0.976 -3.221 1.246 0.20 -0.39 0.56 -0.595
H -0.475 -2.306 1.322 -0.11 -0.21 -0.34 0.483
H -2.250 -3.763 -0.574 0.27 -1.23 0.96 0.333
H -0.631 -1.995 -1.492 0.00 0.05 -0.08 0.215
H -2.194 -1.354 -0.854 -0.02 0.08 -0.07 0.231
H -2.184 -2.467 -2.273 -0.02 -0.11 0.07 0.400

---

22
Properties=species:S:1:pos:R:3:forces:R:3:mulliken_charge:R:1 method="wB97M-V/def2-TZVPD" homo_ev="-8.1 / -7.4" e_tot_ev=-9422.53383
C -1.671 -0.642 0.152 0.28 -0.09 -0.19 -0.898
C 0.221 -2.917 -0.618 0.58 1.26 -0.62 -1.146
C 0.648 1.528 1.822 -0.54 0.15 0.33 -0.980
C -0.389 2.338 -0.215 -0.79 -0.17 0.39 -0.981
N -0.222 -0.675 0.284 -0.28 2.16 1.25 -0.200
N 0.391 1.326 0.427 1.42 0.39 -0.17 -0.070
C 0.612 -0.822 -0.664 -0.63 -3.78 -0.46 0.813
C 1.593 -0.556 -1.496 -0.09 0.28 -0.02 -1.062
H -0.272 1.719 2.406 0.07 0.05 0.02 0.309
H -0.598 2.078 -1.256 0.11 -0.06 0.09 0.280
H -1.995 -0.511 -0.884 -0.10 0.01 0.07 0.317
H -2.066 0.160 0.780 0.13 0.04 -0.13 0.304
H -2.082 -1.565 0.566 0.04 -0.09 -0.17 0.339
H -0.304 -2.984 -1.565 0.10 -0.23 0.01 0.344
H 1.256 -3.237 -0.604 -0.05 -0.07 -0.17 0.418
H -0.338 -3.262 0.243 -0.06 0.31 0.04 0.310
H 1.306 2.403 1.965 -0.16 -0.09 -0.17 0.337
H 1.154 0.673 2.277 -0.04 -0.02 -0.28 0.285
H 0.147 3.303 -0.216 0.03 -0.28 0.09 0.328
H -1.355 2.513 0.295 0.00 0.14 -0.07 0.334
H 2.003 -1.329 -2.132 0.01 0.03 0.17 0.303
H 1.964 0.456 -1.566 -0.02 0.05 -0.02 0.318

---

22
Properties=species:S:1:pos:R:3:forces:R:3:mulliken_charge:R:1 method="wB97M-V/def2-TZVPD" homo_ev=-6.0 e_tot_ev=-9423.84190
C -0.656 0.122 -0.157 -0.26 0.40 0.22 1.304
C -1.260 -1.248 0.153 0.47 -0.04 -0.23 -1.621
C 1.383 -1.060 -1.380 0.07 -0.33 0.08 -0.952
C 1.712 -0.006 1.310 -0.26 -0.57 -1.40 -0.654
N 0.941 -0.032 -0.442 -0.59 0.07 1.62 -0.211
C -0.592 0.971 1.054 1.20 0.17 0.18 -0.703
N -1.373 0.710 -1.270 0.62 -0.33 0.12 -0.626
C -1.399 1.961 1.390 -0.49 -0.12 -0.31 -1.020
H 1.287 0.875 -0.747 -0.36 0.14 0.06 0.382
H -1.159 1.692 -1.393 -0.01 -0.01 0.05 0.273
H -1.280 0.201 -2.141 -0.01 0.07 -0.04 0.235
H -0.735 -1.738 0.973 0.04 0.02 -0.01 0.315
H -1.248 -1.908 -0.719 -0.01 -0.03 -0.01 0.404
H -2.297 -1.109 0.451 0.05 0.16 -0.01 0.370
H 2.472 -1.087 -1.447 -0.06 0.10 0.03 0.365
H 0.983 -0.898 -2.387 -0.01 0.07 0.12 0.309
H 1.044 -2.031 -1.022 0.01 -0.01 -0.03 0.349
H 2.610 -0.491 0.924 0.09 0.01 -0.01 0.330
H 1.922 0.952 1.760 -0.22 0.06 -0.26 0.271
H 1.155 -0.652 1.973 -0.10 0.08 -0.12 0.296
H -2.364 2.146 0.907 -0.04 0.20 -0.15 0.323
H -1.147 2.630 2.210 -0.15 -0.11 0.12 0.262